50
Properties=species:S:1:pos:R:3 method="wB97M-V/def2-TZVPD" charge=+2 homo_ha=-0.570 orbital_gap_ev=6.972
Pt 0.171 -0.542 0.893
C -1.669 -1.870 -1.083
N -0.812 -2.131 0.122
C -1.653 -2.705 1.211
C 0.321 -3.056 -0.271
C 1.315 -2.224 -1.025
C 2.175 -2.673 -2.016
C 3.060 -1.780 -2.611
C 3.091 -0.447 -2.233
C 2.231 0.038 -1.244
C 1.401 -0.887 -0.668
H -2.105 -2.832 -1.354
H -1.053 -1.489 -1.891
H -2.442 -1.156 -0.828
H -2.060 -3.654 0.858
H -2.469 -2.017 1.422
H -1.042 -2.874 2.095
H -0.108 -3.865 -0.862
H 0.738 -3.473 0.647
H 2.152 -3.710 -2.326
H 3.725 -2.129 -3.389
H 3.775 0.238 -2.715
H 2.228 1.084 -0.969
C -2.491 2.064 -2.914
C -2.297 2.533 -1.464
C -3.655 2.651 -0.757
C -1.563 3.881 -1.435
C -1.484 1.530 -0.758
C -0.828 0.732 -0.128
H -3.074 2.811 -3.454
H -3.036 1.120 -2.956
H -1.535 1.946 -3.424
H -4.258 3.402 -1.267
H -3.534 2.959 0.282
H -4.199 1.706 -0.784
H -2.154 4.619 -1.978
H -0.586 3.809 -1.915
H -1.430 4.235 -0.413
C 1.967 0.923 2.238
N 2.090 0.177 3.477
C 2.648 0.833 4.670
C 1.588 -1.033 3.528
O 0.952 -1.569 2.580
H 2.569 1.828 2.274
H 0.915 1.268 2.073
H 2.347 0.328 1.404
H 3.484 1.461 4.374
H 3.012 0.075 5.359
H 1.888 1.441 5.159
H 1.694 -1.576 4.467

=====

53
Properties=species:S:1:pos:R:3 method="wB97M-V/def2-TZVPD" smiles=CC(C)CN1CCC(CN(C)Cc2nc(-c3cnccn3)no2)CC1 homo_ha=-0.306 orbital_gap_ev=7.819
C -6.568 -2.217 -0.496
C -5.430 -1.694 -0.036
C -4.870 -2.516 1.209
C -4.370 -1.133 -0.928
N -3.330 -0.218 -0.292
C -3.661 1.060 -0.077
C -2.391 1.378 0.728
C -1.092 1.583 0.080
C 0.009 2.044 0.771
N 1.209 2.046 0.317
C 1.412 3.001 -0.886
C 2.463 1.915 1.072
C 3.733 1.703 0.450
N 4.166 0.365 0.872
C 5.387 0.343 0.027
C 6.315 -0.692 -0.034
C 6.043 -1.837 1.007
N 6.907 -2.873 0.586
C 7.997 -2.595 0.026
C 8.160 -1.748 -0.804
N 7.342 -0.782 -0.850
N 5.476 1.575 -0.819
O 4.365 2.198 -0.561
C -0.884 0.026 -0.485
C -2.145 -0.529 -1.002
H -7.219 -2.524 0.141
H -6.111 -3.017 -1.126
H -7.030 -1.590 -1.336
H -5.657 -0.567 0.525
H -5.614 -2.799 2.112
H -3.973 -1.915 1.472
H -4.537 -3.330 0.598
H -4.861 -0.404 -1.735
H -4.015 -1.944 -1.468
H -4.448 1.092 0.509
H -3.843 1.639 -0.837
H -2.220 0.877 1.805
H -2.521 2.445 1.143
H -1.086 2.032 -0.876
H 0.083 1.316 1.804
H -0.268 3.155 1.078
H 0.590 2.700 -1.504
H 1.282 4.100 -0.856
H 2.472 2.820 -1.434
H 2.115 1.599 2.219
H 2.537 3.114 1.373
H 5.147 -1.877 1.382
H 8.515 -3.512 0.110
H 9.145 -1.680 -1.282
H 0.132 0.071 -1.028
H -0.764 -0.511 0.660
H -1.866 -1.708 -1.329
H -2.228 0.014 -1.991

=====

62
Properties=species:S:1:pos:R:3 method="wB97M-V/def2-TZVPD" charge=+1 homo_ha="-0.386 / -0.386" orbital_gap_ev="5.885 / 6.036"
Pt -0.483 1.388 -0.377
N -0.268 -6.364 -3.364
C -0.551 -5.093 -3.000
C -0.467 -4.041 -3.932
C -0.691 -2.740 -3.539
C -1.030 -2.477 -2.222
C -1.158 -3.498 -1.291
C -0.933 -4.798 -1.678
S -1.113 -0.829 -1.603
O -0.984 0.160 -2.659
O -2.242 -0.644 -0.724
N 0.193 -0.642 -0.624
C 1.339 -0.432 -1.287
N 1.722 -1.251 -2.267
C 2.845 -0.975 -2.892
C 3.651 0.102 -2.539
C 3.164 0.916 -1.525
N 2.020 0.669 -0.909
H 0.042 -6.569 -4.299
H -0.284 -7.106 -2.685
H -0.214 -4.256 -4.959
H -0.603 -1.917 -4.230
H -1.441 -3.247 -0.281
H -1.035 -5.602 -0.965
H 3.089 -1.640 -3.710
H 4.584 0.310 -3.039
H 3.702 1.797 -1.200
C -1.917 5.382 0.566
O -2.467 4.443 -0.353
P -1.598 3.325 -1.095
O -2.554 2.996 -2.310
C -3.602 2.035 -2.335
O -0.520 4.261 -1.821
C 0.619 3.639 -2.387
H -2.663 6.169 0.679
H -0.997 5.815 0.171
H -1.732 4.904 1.528
H -3.652 1.680 -3.362
H -4.539 2.516 -2.058
H -3.412 1.188 -1.673
H 1.356 4.420 -2.560
H 0.360 3.149 -3.325
H 1.025 2.891 -1.684
C -0.334 -1.085 5.584
C 1.095 -0.578 5.407
C 1.833 -1.373 4.331
C 1.108 0.933 5.106
N 0.456 1.236 3.864
C 0.954 1.235 2.619
N -0.028 1.583 1.808
N -1.106 1.757 2.562
N -0.830 1.559 3.776
H -0.320 -2.135 5.866
H -0.907 -0.984 4.664
H -0.845 -0.535 6.370
H 1.627 -0.692 6.356
H 1.294 -1.361 3.384
H 1.932 -2.408 4.647
H 2.837 -0.981 4.182
H 2.138 1.299 5.062
H 0.569 1.470 5.888
H 1.964 1.026 2.340

=====

50
Properties=species:S:1:pos:R:3 method="wB97M-V/def2-TZVPD" homo_ha=-0.321 orbital_gap_ev=9.005
C -0.908 0.194 -3.895
O -0.041 -0.915 -3.605
C 0.421 -0.992 -2.245
C 0.667 -2.471 -2.007
C 0.371 -3.191 -0.850
C -0.305 -2.609 0.357
C -0.409 -3.630 1.479
O 0.575 -1.574 0.741
C -1.728 -2.253 0.028
C -2.453 -1.066 0.237
C -2.053 0.199 0.915
O -2.716 1.206 0.616
O -1.057 0.150 1.866
C -0.626 1.308 2.612
C -1.855 1.899 3.418
C 0.045 2.381 1.722
C 0.581 3.551 2.548
C 1.234 1.813 0.844
C 0.766 1.686 -0.598
C 1.840 0.946 -1.391
C 1.738 -0.225 -2.101
C 2.925 -0.739 -2.878
H -0.501 1.143 -3.581
H -1.885 0.003 -3.438
H -1.046 0.231 -4.997
H -0.331 -0.651 -1.559
H 1.113 -3.006 -2.885
H 0.682 -4.225 -0.748
H 0.558 -3.920 1.909
H -0.938 -3.207 2.350
H -0.885 -4.562 1.139
H 0.061 -0.969 1.290
H -2.311 -3.003 -0.546
H -3.447 -1.070 -0.195
H 0.157 1.037 3.342
H -2.423 1.079 3.967
H -1.499 2.622 4.127
H -2.534 2.465 2.750
H -0.699 2.786 1.020
H 1.244 3.213 3.336
H -0.219 4.104 3.035
H 1.095 4.277 1.939
H 2.090 2.514 0.886
H 1.630 0.857 1.191
H -0.169 1.120 -0.628
H 0.604 2.666 -1.020
H 2.809 1.451 -1.369
H 3.252 -1.681 -2.441
H 3.801 -0.063 -2.764
H 2.777 -0.879 -3.924

=====

60
Properties=species:S:1:pos:R:3 method="wB97M-V/def2-TZVPD" charge=+1 homo_ha="-0.428 / -0.428" orbital_gap_ev="7.003 / 7.004"
Rh 0.020 -0.126 0.917
B -1.462 -2.006 3.413
N -0.435 -0.873 3.747
C -0.151 -0.517 5.004
C 0.785 0.503 4.987
C 1.039 0.718 3.641
N 0.287 -0.113 2.910
N -1.264 -2.574 1.953
C -1.854 -3.705 1.563
C -1.412 -4.044 0.291
C -0.534 -3.033 -0.043
N -0.455 -2.144 0.960
H -1.221 -2.900 4.174
H -2.586 -1.577 3.507
H -0.614 -1.039 5.824
H 1.242 0.987 5.831
H 1.742 1.373 3.157
H -2.532 -4.211 2.229
H -1.690 -4.905 -0.289
H 0.048 -2.889 -0.938
C -2.187 1.868 2.830
P -1.340 1.883 1.232
C -0.267 3.352 1.309
C -2.587 2.304 -0.006
H -2.743 2.801 2.934
H -1.459 1.789 3.637
H -2.877 1.024 2.898
H -0.848 4.256 1.505
H 0.262 3.472 0.364
H 0.459 3.223 2.110
H -3.076 3.228 0.309
H -3.324 1.509 -0.098
H -2.121 2.460 -0.978
C 0.951 2.525 -3.247
C 1.921 1.393 -3.560
C 1.397 -0.012 -3.165
C 2.447 -1.091 -3.503
C 2.037 -2.493 -3.075
C 0.134 -0.284 -3.971
O 0.140 -0.369 -5.168
N -1.054 -0.396 -3.260
C -1.218 -0.301 -1.901
O -2.284 -0.353 -1.347
N -0.052 -0.124 -1.150
C 1.109 -0.015 -1.697
O 2.133 0.162 -0.912
H 1.382 3.481 -3.541
H 0.728 2.590 -2.178
H 0.010 2.415 -3.789
H 2.875 1.546 -3.054
H 2.122 1.347 -4.630
H 3.390 -0.804 -3.036
H 2.589 -1.045 -4.583
H 1.916 -2.565 -1.991
H 2.799 -3.218 -3.355
H 1.105 -2.805 -3.552
H -1.898 -0.544 -3.801
N 2.863 0.299 1.277
C 1.881 0.154 0.549
H 3.733 0.414 0.761

=====

| no. | energy (eV) |
| --- | --- |
| 1 | -27375.914 |
| 2 | -30090.138 |
| 3 | -64642.477 |
| 4 | -27307.663 |
| 5 | -48679.993 |